No. 1
A cluster of 2 separate species, C5H13NO in total in a non-equilibrium geometry, computed with ωB97M-V/def2-TZVPD.

The calculation puts the relative energy (zero: lowest compared OMol25 entry of this formula, charge and spin) at 228.9 kJ/mol. As for the structure (SMILES): CC(C)=C(C)N.O. The value obtained for the HOMO energy is -7.1 eV. The total energy comes out at -328.23167 Eh. The value obtained for the HOMO-LUMO gap is 7.756 eV. The molecular weight is 103.16 g/mol.

Last column: Mulliken charge in e.
Positions of all 20 atoms, in Å:
C: -0.762909 -0.188451 1.091730  -1.53
N: 1.685099 1.147961 0.502967  -0.44
C: 1.237922 0.152713 -0.345702  0.46
C: 0.031924 -0.423911 -0.162500  0.75
C: -0.363663 -1.745562 -0.845446  -1.16
C: 2.094991 0.009673 -1.620641  -1.38
H: -1.761508 -0.639113 0.958982  0.36
H: -1.090299 0.888982 1.232245  0.38
H: -0.094248 -0.482612 1.898162  0.34
H: 0.893208 1.779700 0.908169  0.20
H: 2.657913 1.411328 0.592657  0.18
H: -1.241307 -1.544484 -1.495252  0.29
H: -0.467260 -2.606165 -0.163232  0.30
H: 0.500996 -1.870960 -1.574224  0.29
H: 1.587081 0.274637 -2.552532  0.32
H: 2.926944 0.724162 -1.667835  0.36
H: 2.508620 -1.018587 -1.762472  0.33
H: -3.513121 0.983623 2.261444  0.30
H: -3.801125 1.846924 1.263093  0.28
O: -3.029260 1.300145 1.480381  -0.63

Cartesian forces, eV/Å:
C -0.42 1.97 -0.84
N -2.32 2.13 1.70
C -0.19 0.18 -1.65
C 0.42 -1.60 0.73
C 1.57 1.90 -2.20
C 0.49 -0.85 -0.08
H 0.76 -0.48 0.69
H 1.09 -1.16 -0.05
H -0.65 -0.29 0.63
H 2.60 -1.61 -0.76
H -0.62 0.09 -0.31
H 0.11 -0.67 0.58
H -0.06 0.54 -0.31
H -1.20 -0.74 0.74
H -0.56 -0.28 0.26
H 0.01 -0.29 0.64
H -0.24 0.75 0.13
H 1.07 -0.84 0.43
H 0.51 0.59 -1.15
O -2.39 0.66 0.83


No. 2
A cluster of 2 separate species, C5H13NO2 in total in a non-equilibrium geometry, computed with ωB97M-V/def2-TZVPD.

The calculation puts the relative energy (zero: lowest compared OMol25 entry of this formula, charge and spin) at 658.4 kJ/mol. The value obtained for the HOMO energy (spin up / spin down) is -7.7 / -7.7 eV. The total energy comes out at -403.32583 Eh. The value obtained for the HOMO-LUMO gap (spin up / spin down) is 8.258 / 8.260 eV. The molecular weight is 119.16 g/mol.

Last column: Mulliken charge in e.
Positions of all 21 atoms, in Å:
C: -0.211106 0.518025 0.377475  0.74
C: 0.681571 -0.413683 2.885571  -0.58
C: 1.477903 -0.683850 -1.460265  -0.88
C: -0.856428 -0.434971 -2.202806  -0.85
C: -1.384864 1.459358 0.301892  -1.67
N: 0.147806 -0.183477 -1.191354  0.12
O: -0.356446 -0.815080 0.303343  -0.29
O: -0.468672 0.023941 2.249203  -0.64
H: 0.763132 0.964622 0.582655  0.42
H: 1.034560 0.333568 3.617800  0.22
H: 0.524943 -1.358432 3.428521  0.23
H: 1.533869 -0.587703 2.195847  0.17
H: 2.099623 -0.540905 -0.576862  0.29
H: -1.827755 -0.101098 -1.848037  0.30
H: 1.914115 -0.127346 -2.295925  0.34
H: 1.459064 -1.748402 -1.711978  0.31
H: -0.601234 0.123067 -3.109844  0.33
H: -0.913384 -1.500226 -2.445974  0.31
H: -2.313890 0.893220 0.335605  0.37
H: -1.343214 2.066325 -0.604531  0.40
H: -1.359592 2.113045 1.169665  0.36

Cartesian forces, eV/Å:
C -0.33 0.11 3.02
C -0.05 0.37 -0.02
C -0.05 -0.17 0.14
C -0.06 -0.27 0.07
C 0.15 -0.19 -0.21
N -0.68 -0.92 0.78
O 1.09 0.75 -3.41
O -0.05 0.63 -0.36
H -0.01 -0.25 -0.03
H 0.06 -0.13 0.01
H -0.03 0.05 -0.07
H -0.05 -0.03 -0.09
H -0.03 0.03 0.00
H 0.03 0.02 0.02
H -0.12 0.02 0.07
H -0.01 0.05 0.02
H 0.06 -0.01 0.12
H 0.00 0.04 -0.01
H 0.02 -0.02 -0.02
H -0.02 -0.02 -0.02
H 0.09 -0.06 0.00


No. 3
A cluster of 3 separate species, C5H13NO2 in total in a non-equilibrium geometry, computed with ωB97M-V/def2-TZVPD.

The calculation puts the relative energy (zero: lowest compared OMol25 entry of this formula, charge and spin) at 726.5 kJ/mol. The value obtained for the HOMO energy is -7.1 eV. The total energy comes out at -403.29989 Eh. The value obtained for the HOMO-LUMO gap is 3.372 eV. The molecular weight is 119.16 g/mol.

Last column: Mulliken charge in e.
Positions of all 21 atoms, in Å:
N: 1.088354 1.489267 -0.601362  -0.50
C: 1.312527 0.532040 0.451273  -0.28
C: 0.386146 0.506041 1.585759  -0.22
C: -0.829213 -0.059066 1.295323  -0.13
C: -2.026831 -0.370322 1.895087  0.16
C: -3.236397 -0.745172 1.068565  -1.02
H: 1.323217 2.448942 -0.259831  0.23
H: 1.676774 -0.423785 0.072787  0.06
H: 2.330517 0.696985 0.824966  0.43
H: 0.935268 0.447242 2.520261  0.34
H: -0.932282 -0.049409 0.180556  0.21
H: -2.023072 -0.401316 2.982458  0.35
H: -2.979671 -0.571468 0.011310  0.35
H: -4.071310 -0.090599 1.225386  0.35
H: -3.470740 -1.810015 1.340991  0.29
H: 2.423103 0.747963 -3.886376  0.16
H: 1.476524 1.294617 -1.530298  0.32
O: 2.163370 0.644877 -3.006504  -1.05
H: 1.410777 -0.654750 -2.510277  0.41
H: 1.836724 -1.996959 -1.517429  0.24
O: 1.206215 -1.635112 -2.142646  -0.69

Cartesian forces, eV/Å:
N -1.24 1.29 1.63
C 3.19 2.11 -0.51
C 1.43 -3.12 -0.20
C -2.35 1.36 -2.93
C 0.55 0.14 0.38
C 1.73 -0.59 0.16
H -0.34 -1.35 -0.65
H -1.38 -0.99 -0.31
H 0.29 0.70 0.70
H -0.76 0.61 0.58
H 0.08 -0.22 0.75
H -0.54 0.09 0.04
H -0.05 -0.71 0.32
H -0.58 0.19 0.75
H -0.17 0.94 -0.56
H 0.49 0.26 -1.95
H 0.33 -0.40 -0.84
O -1.15 -0.42 2.89
H 1.14 -1.13 0.23
H 0.39 0.49 -0.35
O -1.07 0.75 -0.11


No. 4
A cluster of 2 separate species, C5H13NO2 in total in a non-equilibrium geometry, computed with ωB97M-V/def2-TZVPD.

The calculation puts the relative energy (zero: lowest compared OMol25 entry of this formula, charge and spin) at 144.3 kJ/mol. As for the structure (SMILES): OC[C@@H]1CCCN1.O. The value obtained for the HOMO energy is -9.2 eV. The total energy comes out at -403.52166 Eh. The value obtained for the HOMO-LUMO gap is 10.037 eV. The molecular weight is 119.16 g/mol.

Last column: Mulliken charge in e.
Positions of all 21 atoms, in Å:
N: 1.051893 0.272067 0.787621  -0.45
C: 0.228540 -0.320960 1.857436  -0.73
C: -0.764839 -1.251028 1.214978  -0.49
C: -0.065027 -1.719395 -0.080646  -0.74
C: 0.822248 -0.516890 -0.456765  0.37
C: 0.167474 0.416234 -1.477263  -0.80
O: 0.437419 0.104199 -2.844078  -0.55
H: 2.030240 0.193225 1.025010  0.28
H: -0.172262 0.466585 2.486704  0.25
H: 0.808732 -0.950675 2.523706  0.33
H: -1.686167 -0.789626 0.892774  0.25
H: -1.076862 -2.047199 1.879296  0.39
H: 0.606377 -2.520030 0.197435  0.33
H: -0.706387 -1.976260 -0.902622  0.34
H: 1.753032 -0.876354 -0.879946  0.34
H: -0.915197 0.495813 -1.337646  0.23
H: 0.627720 1.396810 -1.341771  0.32
H: 0.202728 -0.798914 -3.062238  0.32
H: -0.862921 2.311898 1.569091  0.32
H: -1.185342 2.367943 0.086968  0.31
O: -1.595858 2.396443 0.957080  -0.64

Cartesian forces, eV/Å:
N -0.12 -0.78 -0.31
C 0.51 -0.01 0.36
C -0.88 0.00 -1.22
C 1.08 0.74 1.23
C -0.68 0.42 0.04
C 0.44 0.12 -0.56
O 0.19 0.07 0.03
H 0.02 0.17 0.11
H -0.46 0.02 0.02
H 0.54 -0.04 0.22
H -0.32 0.68 0.19
H 0.18 -0.30 0.07
H 0.03 -0.60 -0.30
H -0.44 -0.43 -0.18
H 0.33 0.14 -0.13
H -0.05 -0.02 0.28
H -0.20 0.00 0.03
H -0.19 -0.19 0.17
H 0.21 -0.04 0.02
H 0.06 -0.02 0.06
O -0.25 0.06 -0.12